Here is a cluster of 15 separate species, C62H134O29 in total in a non-equilibrium geometry from the Open Molecules 2025 dataset. Energies are from wB97M-V/def2-TZVPD.

F_max (hartree/bohr): 0.085
Lowest unoccupied orbital energy (eV): 0.310
Total charge: 0
HOMO-LUMO gap (hartree): 0.3420

Each line ends with the Löwdin charge.
Atoms and positions in Å:
C  -3.115  4.446  2.928  -0.040
C  -1.881  4.190  2.118  -0.135
O  -2.157  4.327  0.623  0.009
C  -2.568  3.242  0.019  -0.586
O  -2.857  2.192  0.588  0.085
O  -2.647  3.403  -1.336  -0.035
C  -2.228  4.659  -1.904  -0.015
H  -2.647  4.452  3.903  0.063
H  -3.705  3.558  2.917  0.073
H  -3.574  5.395  2.696  0.089
H  -1.340  3.254  2.250  0.103
H  -1.152  4.990  2.209  0.107
H  -1.280  4.953  -1.417  0.110
H  -2.975  5.410  -1.727  0.094
H  -2.106  4.435  -2.904  0.059
C  1.281  -5.739  -5.067  -0.058
C  0.832  -6.516  -3.895  -0.213
O  -0.147  -5.776  -3.128  0.012
C  0.261  -5.043  -2.072  -0.645
O  1.356  -5.089  -1.672  0.154
O  -0.776  -4.330  -1.636  -0.046
C  -0.378  -3.246  -0.646  0.042
H  0.466  -5.278  -5.601  0.078
H  1.967  -6.384  -5.608  0.089
H  1.968  -4.948  -4.786  0.071
H  1.585  -6.828  -3.203  0.112
H  0.305  -7.429  -4.182  0.127
H  0.384  -2.648  -1.142  0.095
H  0.016  -3.784  0.224  0.079
H  -1.310  -2.773  -0.335  0.055
C  -7.297  1.592  -4.096  -0.023
C  -5.821  1.616  -4.467  -0.522
O  -5.517  1.905  -5.567  0.081
C  -4.805  1.281  -3.378  0.004
H  -7.578  1.814  -3.025  0.094
H  -7.690  0.566  -4.273  0.089
H  -7.882  2.179  -4.751  0.059
H  -4.492  0.269  -3.670  0.068
H  -5.321  1.348  -2.412  0.082
H  -3.888  1.900  -3.485  0.085
C  -4.739  -1.357  0.211  0.000
C  -3.533  -1.343  1.149  -0.450
O  -2.383  -1.406  0.692  0.004
C  -3.820  -1.362  2.630  -0.019
H  -4.800  -2.425  -0.085  0.081
H  -4.444  -0.713  -0.647  0.082
H  -5.630  -0.935  0.743  0.096
H  -2.928  -1.360  3.266  0.064
H  -4.580  -2.132  2.961  0.109
H  -4.337  -0.402  2.864  0.100
C  -1.371  0.836  -7.820  0.005
C  -1.297  2.240  -7.176  -0.461
O  -0.618  3.157  -7.617  0.043
C  -2.127  2.440  -5.910  -0.026
H  -1.113  0.942  -8.907  0.101
H  -2.301  0.287  -7.757  0.060
H  -0.647  0.207  -7.373  0.041
H  -3.176  2.151  -6.169  0.076
H  -2.118  3.523  -5.659  0.093
H  -1.805  1.752  -5.130  0.053
C  1.530  0.462  6.260  -0.027
C  2.254  0.422  7.555  -0.489
O  1.838  1.031  8.512  0.057
C  3.491  -0.492  7.591  0.001
H  2.236  0.898  5.526  0.092
H  0.640  1.106  6.406  0.085
H  1.330  -0.538  5.912  0.053
H  4.361  0.087  7.347  0.081
H  3.228  -1.265  6.881  0.061
H  3.603  -0.912  8.578  0.079
C  1.145  -4.934  4.719  -0.021
C  0.515  -3.601  4.381  -0.460
O  0.976  -2.628  4.840  0.072
C  -0.510  -3.709  3.170  0.006
H  1.748  -4.912  5.612  0.083
H  1.740  -5.308  3.901  0.084
H  0.329  -5.621  4.729  0.069
H  -0.084  -4.385  2.402  0.076
H  -0.768  -2.785  2.666  0.055
H  -1.395  -4.223  3.462  0.064
C  0.119  6.440  6.060  -0.029
C  0.921  5.718  5.015  -0.488
O  0.396  5.035  4.191  0.074
C  2.451  5.697  5.281  0.001
H  0.473  7.466  6.277  0.086
H  0.248  5.888  7.007  0.099
H  -0.874  6.569  5.663  0.070
H  2.816  6.768  5.463  0.109
H  2.881  5.234  4.439  0.025
H  2.736  5.168  6.185  0.082
C  4.911  -2.198  4.467  -0.009
C  4.415  -0.815  4.050  -0.484
O  4.908  0.203  4.472  0.050
C  3.233  -0.791  3.119  -0.010
H  5.013  -2.336  5.546  0.077
H  5.946  -2.138  4.156  0.080
H  4.459  -3.076  4.011  0.076
H  2.865  0.181  2.784  0.061
H  2.431  -1.312  3.634  0.057
H  3.463  -1.275  2.182  0.062
C  3.919  -1.669  -2.434  0.002
C  3.899  -2.347  -1.026  -0.475
O  3.434  -1.718  -0.103  0.031
C  4.607  -3.654  -0.828  -0.018
H  3.836  -2.468  -3.228  0.088
H  4.923  -1.217  -2.505  0.077
H  3.196  -0.871  -2.534  0.066
H  5.668  -3.636  -1.081  0.086
H  4.113  -4.445  -1.380  0.067
H  4.478  -3.913  0.274  0.104
C  -3.661  -5.521  -0.602  -0.087
O  -4.174  -5.339  -1.917  -0.170
C  -3.684  -4.215  -2.616  -0.187
C  -4.819  -3.719  -3.566  -0.207
O  -4.485  -2.530  -4.188  -0.170
C  -5.150  -2.200  -5.424  -0.151
C  -4.096  -1.731  -6.418  -0.128
O  -3.604  -2.902  -7.217  -0.192
C  -2.544  -3.588  -6.599  -0.099
H  -3.967  -6.462  -0.255  0.063
H  -4.110  -4.793  0.173  0.103
H  -2.571  -5.450  -0.611  0.075
H  -2.769  -4.459  -3.215  0.121
H  -3.341  -3.417  -1.948  0.103
H  -5.756  -3.662  -3.039  0.116
H  -5.046  -4.491  -4.300  0.123
H  -5.828  -1.429  -5.020  0.120
H  -5.693  -3.013  -5.876  0.125
H  -3.240  -1.275  -5.846  0.126
H  -4.545  -1.034  -7.079  0.105
H  -1.696  -2.937  -6.596  0.065
H  -2.395  -4.458  -7.188  0.081
H  -2.850  -3.886  -5.584  0.083
C  5.218  2.058  -1.941  -0.084
O  5.683  0.809  -1.401  -0.204
C  5.390  0.770  0.002  -0.200
C  6.212  1.748  0.794  -0.151
O  5.665  3.088  0.662  -0.184
C  6.186  4.000  1.638  -0.172
C  5.586  3.741  3.026  -0.145
O  4.207  4.196  2.982  -0.208
C  3.237  3.326  2.392  -0.080
H  4.203  2.311  -1.655  0.080
H  5.362  1.968  -3.016  0.084
H  5.837  2.886  -1.536  0.088
H  5.645  -0.253  0.194  0.115
H  4.310  0.906  0.110  0.116
H  7.183  1.751  0.370  0.121
H  6.196  1.384  1.851  0.128
H  5.856  4.970  1.308  0.124
H  7.275  3.982  1.706  0.122
H  6.148  4.327  3.704  0.110
H  5.594  2.659  3.230  0.105
H  3.061  2.351  2.927  0.083
H  3.390  3.161  1.332  0.081
H  2.323  3.831  2.626  0.062
C  1.351  2.059  -5.186  -0.135
O  1.796  1.120  -6.095  -0.207
C  3.171  1.315  -6.448  -0.137
C  3.590  0.252  -7.569  -0.173
O  3.888  -1.045  -7.107  -0.121
C  2.742  -1.826  -6.689  -0.157
C  1.873  -2.047  -7.886  -0.235
O  2.522  -2.903  -8.791  -0.146
C  1.733  -3.034  -9.954  -0.111
H  0.383  1.721  -4.786  0.075
H  1.250  3.046  -5.603  0.082
H  2.034  2.189  -4.302  0.102
H  3.863  1.147  -5.617  0.125
H  3.224  2.278  -6.888  0.110
H  4.464  0.736  -7.968  0.115
H  2.878  0.308  -8.362  0.104
H  2.180  -1.291  -5.902  0.097
H  3.162  -2.676  -6.154  0.126
H  1.445  -1.138  -8.335  0.119
H  1.022  -2.677  -7.460  0.136
H  2.195  -3.728  -10.611  0.077
H  1.670  -2.098  -10.457  0.080
H  0.731  -3.425  -9.883  0.083
C  -2.067  4.132  11.805  -0.131
O  -2.025  3.447  10.591  -0.197
C  -1.786  2.067  10.704  -0.213
C  -1.773  1.509  9.285  -0.196
O  -3.018  1.400  8.651  -0.149
C  -3.501  2.313  7.733  -0.212
C  -2.829  2.212  6.413  -0.173
O  -3.178  0.960  5.788  -0.195
C  -2.488  -0.208  6.169  -0.105
H  -2.317  5.156  11.531  0.082
H  -1.062  4.155  12.347  0.107
H  -2.847  3.755  12.500  0.091
H  -2.515  1.522  11.370  0.144
H  -0.737  1.894  11.036  0.133
H  -1.345  0.495  9.301  0.131
H  -1.120  2.239  8.780  0.131
H  -3.455  3.332  8.152  0.129
H  -4.592  2.082  7.612  0.150
H  -1.757  2.226  6.434  0.109
H  -3.203  3.003  5.756  0.117
H  -3.140  -1.076  6.004  0.091
H  -2.349  -0.245  7.242  0.066
H  -1.492  -0.284  5.680  0.083
C  -0.100  -1.316  -4.427  -0.148
O  -1.274  -0.678  -4.166  -0.178
C  -1.694  -0.741  -2.757  -0.133
C  -1.115  0.388  -1.985  -0.199
O  0.263  0.193  -1.700  -0.141
C  0.733  1.066  -0.646  -0.141
C  0.229  0.571  0.676  -0.206
O  0.753  1.391  1.720  -0.209
C  0.298  1.063  3.040  -0.104
H  0.795  -0.729  -4.164  0.083
H  -0.052  -1.327  -5.526  0.069
H  -0.036  -2.350  -4.109  0.093
H  -1.499  -1.722  -2.330  0.099
H  -2.778  -0.561  -2.664  0.105
H  -1.667  0.519  -1.032  0.107
H  -1.240  1.274  -2.580  0.114
H  0.369  2.140  -0.804  0.148
H  1.860  1.080  -0.683  0.129
H  0.565  -0.453  0.918  0.132
H  -0.827  0.523  0.773  0.074
H  0.851  1.677  3.809  0.083
H  0.403  -0.044  3.302  0.094
H  -0.761  1.361  3.164  0.081

Cartesian forces (eV/Å) of the 6 atoms listed first:
C 1.75 -0.80 0.23
C 0.49 1.02 -2.28
O 0.30 0.10 1.15
C -0.53 -1.26 -0.02
O 0.29 1.18 -1.28
O -0.22 -0.58 1.26

Here is a cluster of 11 separate species, C62H142N4O21 in total in a non-equilibrium geometry from the Open Molecules 2025 dataset. Energies are from wB97M-V/def2-TZVPD.

F_max (hartree/bohr): 0.092
Lowest unoccupied orbital energy (eV): 0.390
Total charge: 0
HOMO-LUMO gap (hartree): 0.3214

Each line ends with the Löwdin charge.
Atoms and positions in Å:
C  -6.649  5.605  3.165  -0.097
O  -6.423  4.305  2.625  -0.234
C  -7.370  3.259  2.983  -0.155
C  -6.789  1.894  2.500  -0.133
O  -5.628  1.470  3.290  -0.127
C  -4.432  2.210  3.007  -0.192
C  -3.194  1.323  3.152  -0.208
O  -3.233  0.480  2.034  -0.196
C  -2.068  -0.450  1.954  -0.029
H  -5.841  6.219  2.767  0.075
H  -6.509  5.636  4.245  0.087
H  -7.590  6.071  2.873  0.086
H  -8.357  3.530  2.610  0.116
H  -7.558  3.248  4.057  0.118
H  -6.498  2.000  1.455  0.105
H  -7.528  1.092  2.484  0.122
H  -4.339  3.020  3.731  0.124
H  -4.488  2.632  2.004  0.093
H  -3.298  0.823  4.115  0.121
H  -2.358  2.016  3.051  0.106
H  -1.988  -1.045  2.864  0.072
H  -1.153  0.106  1.750  0.076
H  -2.242  -1.109  1.103  0.063
C  4.645  -2.149  2.737  -0.100
O  3.458  -2.104  3.478  -0.174
C  2.307  -1.973  2.696  -0.184
C  0.994  -2.353  3.499  -0.144
O  0.671  -1.415  4.548  -0.139
C  -0.365  -1.779  5.392  -0.232
C  -0.818  -0.601  6.172  -0.185
O  -1.792  -1.007  7.140  -0.176
C  -2.582  0.054  7.705  -0.083
H  5.404  -2.446  3.461  0.090
H  4.898  -1.140  2.412  0.078
H  4.653  -2.860  1.911  0.079
H  2.323  -2.607  1.810  0.101
H  2.235  -0.922  2.414  0.110
H  1.110  -3.347  3.930  0.109
H  0.174  -2.469  2.790  0.074
H  -0.094  -2.648  5.990  0.139
H  -1.229  -2.029  4.775  0.114
H  -1.392  0.012  5.478  0.112
H  0.056  -0.057  6.530  0.114
H  -3.288  0.484  6.995  0.078
H  -1.915  0.795  8.145  0.077
H  -3.188  -0.327  8.527  0.084
C  -4.047  2.623  -1.031  -0.098
O  -4.339  3.931  -1.445  -0.184
C  -4.556  4.909  -0.416  -0.170
C  -3.385  5.144  0.509  -0.174
O  -2.100  5.414  -0.066  -0.162
C  -1.994  6.673  -0.672  -0.197
C  -0.638  6.865  -1.371  -0.151
O  -0.494  6.278  -2.690  -0.191
C  -0.964  4.961  -2.876  -0.107
H  -3.789  1.975  -1.869  0.082
H  -4.916  2.162  -0.563  0.084
H  -3.125  2.613  -0.450  0.075
H  -5.375  4.562  0.214  0.113
H  -4.843  5.836  -0.912  0.124
H  -3.238  4.221  1.070  0.103
H  -3.633  5.926  1.226  0.125
H  -2.168  7.420  0.103  0.129
H  -2.708  6.787  -1.487  0.125
H  0.182  6.479  -0.766  0.112
H  -0.459  7.932  -1.505  0.124
H  -2.051  5.029  -2.922  0.082
H  -0.540  4.270  -2.147  0.070
H  -0.437  4.495  -3.708  0.079
C  0.102  3.459  0.804  -0.040
O  1.004  2.900  1.841  -0.213
C  0.643  3.121  3.219  -0.170
C  1.578  2.297  4.144  -0.206
O  1.343  2.562  5.491  -0.143
C  2.172  1.825  6.405  -0.163
C  1.547  1.971  7.792  -0.144
O  2.191  0.959  8.634  -0.200
C  3.507  1.223  9.004  -0.136
H  -0.104  4.512  0.997  0.077
H  -0.814  2.868  0.836  0.068
H  0.514  3.256  -0.185  0.065
H  -0.377  2.870  3.507  0.098
H  0.684  4.188  3.438  0.122
H  2.593  2.555  3.842  0.114
H  1.544  1.236  3.899  0.115
H  3.109  2.377  6.334  0.128
H  2.300  0.803  6.046  0.131
H  0.473  1.797  7.845  0.107
H  1.664  2.944  8.268  0.121
H  4.201  1.035  8.185  0.083
H  3.914  0.667  9.849  0.086
H  3.536  2.270  9.306  0.085
C  -5.211  -0.962  -0.464  -0.087
O  -5.844  -0.488  -1.660  -0.196
C  -5.464  -1.005  -2.969  -0.139
C  -6.015  -2.469  -3.196  -0.147
O  -5.316  -3.469  -2.424  -0.156
C  -4.010  -3.781  -2.926  -0.196
C  -3.251  -4.568  -1.903  -0.190
O  -1.944  -4.811  -2.413  -0.216
C  -1.108  -5.724  -1.731  -0.086
H  -4.246  -0.510  -0.234  0.058
H  -5.027  -2.033  -0.384  0.079
H  -5.835  -0.688  0.387  0.087
H  -4.379  -0.925  -3.026  0.099
H  -5.840  -0.392  -3.788  0.114
H  -6.020  -2.827  -4.226  0.114
H  -7.073  -2.600  -2.968  0.124
H  -3.427  -2.904  -3.208  0.113
H  -4.075  -4.388  -3.829  0.128
H  -3.773  -5.505  -1.711  0.132
H  -3.150  -4.015  -0.969  0.124
H  -1.191  -5.574  -0.655  0.071
H  -0.062  -5.630  -2.022  0.066
H  -1.410  -6.672  -2.175  0.097
C  4.424  -5.426  -0.529  -0.089
O  4.005  -4.782  -1.718  -0.169
C  2.640  -4.477  -1.903  -0.214
C  2.343  -4.078  -3.299  -0.189
O  2.795  -2.767  -3.649  -0.130
C  2.690  -2.447  -5.032  -0.141
C  1.206  -2.162  -5.566  -0.180
O  0.337  -3.243  -5.298  -0.198
C  -0.905  -2.980  -5.890  -0.111
H  5.011  -4.694  0.025  0.074
H  5.065  -6.290  -0.707  0.088
H  3.607  -5.684  0.145  0.065
H  2.358  -3.628  -1.280  0.096
H  2.001  -5.302  -1.587  0.117
H  1.268  -4.202  -3.426  0.101
H  2.789  -4.818  -3.964  0.139
H  3.180  -3.179  -5.673  0.121
H  3.281  -1.554  -5.239  0.103
H  1.286  -2.039  -6.646  0.121
H  0.864  -1.224  -5.129  0.096
H  -0.792  -3.085  -6.969  0.088
H  -1.325  -1.999  -5.668  0.083
H  -1.604  -3.756  -5.577  0.087
C  7.311  4.424  1.466  -0.102
O  7.380  4.470  0.043  -0.215
C  7.166  3.205  -0.664  -0.145
C  5.709  2.767  -0.392  -0.163
O  5.501  2.183  0.928  -0.151
C  4.132  1.770  1.205  -0.153
C  3.428  0.848  0.228  -0.195
O  4.154  -0.372  0.030  -0.184
C  3.561  -1.203  -0.941  -0.095
H  6.293  4.264  1.823  0.077
H  7.787  5.312  1.882  0.085
H  7.902  3.546  1.724  0.085
H  7.950  2.464  -0.506  0.122
H  7.300  3.492  -1.706  0.113
H  5.483  2.017  -1.150  0.102
H  5.092  3.652  -0.549  0.107
H  3.555  2.685  1.344  0.110
H  4.141  1.324  2.199  0.118
H  3.320  1.283  -0.765  0.102
H  2.443  0.641  0.647  0.106
H  4.157  -2.106  -1.076  0.092
H  3.543  -0.772  -1.942  0.079
H  2.547  -1.413  -0.601  0.066
C  -0.117  0.593  -1.361  -0.085
C  -0.665  -0.531  -2.227  -0.224
C  0.058  -1.877  -2.010  -0.157
C  -0.035  -2.453  -0.676  -0.212
N  -0.063  -2.873  0.363  0.222
H  0.832  0.956  -1.756  0.056
H  0.049  0.296  -0.325  0.064
H  -0.883  1.367  -1.393  0.065
H  -0.646  -0.314  -3.295  0.072
H  -1.715  -0.639  -1.953  0.095
H  1.105  -1.683  -2.242  0.096
H  -0.332  -2.630  -2.696  0.105
C  -4.291  2.676  -7.854  -0.118
C  -3.642  3.663  -6.907  -0.241
C  -3.466  3.048  -5.477  -0.168
C  -2.310  2.152  -5.327  -0.190
N  -1.386  1.404  -5.227  0.151
H  -3.628  1.838  -8.070  0.075
H  -4.584  3.125  -8.803  0.073
H  -5.204  2.257  -7.431  0.072
H  -4.246  4.566  -6.824  0.105
H  -2.728  4.041  -7.365  0.110
H  -4.389  2.601  -5.108  0.119
H  -3.201  3.806  -4.739  0.096
C  2.911  4.470  -2.085  -0.055
C  2.400  3.480  -3.223  -0.234
N  3.285  2.338  -3.466  -0.141
C  4.590  2.722  -4.117  -0.248
C  5.532  1.557  -4.199  -0.092
C  2.564  1.320  -4.268  -0.255
C  2.302  1.628  -5.748  -0.076
H  2.250  5.320  -1.921  0.059
H  3.890  4.868  -2.354  0.058
H  3.066  3.930  -1.151  0.045
H  1.440  3.127  -2.849  0.082
H  2.260  4.132  -4.085  0.109
H  4.427  3.192  -5.086  0.107
H  5.175  3.466  -3.575  0.098
H  6.583  1.803  -4.352  0.079
H  5.459  0.994  -3.269  0.069
H  5.204  0.897  -5.002  0.062
H  1.650  0.975  -3.784  0.088
H  3.087  0.365  -4.227  0.076
H  3.207  1.760  -6.341  0.067
H  1.607  2.450  -5.917  0.065
H  1.788  0.757  -6.153  0.054
C  3.148  -6.888  3.033  -0.076
C  1.916  -7.737  2.710  -0.265
N  1.106  -7.201  1.590  -0.150
C  0.553  -5.871  2.008  -0.237
C  -0.591  -5.945  3.057  -0.078
C  -0.021  -8.080  1.202  -0.274
C  0.385  -9.423  0.669  -0.089
H  2.836  -5.937  3.465  0.061
H  3.785  -6.747  2.160  0.062
H  3.674  -7.465  3.794  0.075
H  2.307  -8.738  2.527  0.102
H  1.354  -7.848  3.638  0.104
H  1.285  -5.136  2.341  0.081
H  0.138  -5.382  1.126  0.063
H  -0.853  -4.918  3.312  0.059
H  -1.475  -6.465  2.689  0.062
H  -0.303  -6.454  3.976  0.067
H  -0.617  -7.579  0.439  0.099
H  -0.593  -8.189  2.124  0.100
H  1.189  -9.328  -0.060  0.079
H  -0.372  -10.102  0.276  0.076
H  0.814  -9.880  1.561  0.058

Cartesian forces (eV/Å) of the 6 atoms listed first:
C 0.70 -0.38 -0.20
O -0.69 -0.46 0.20
C 0.68 0.30 0.11
C 0.87 0.90 0.59
O -1.11 0.42 -0.95
C -0.18 -0.27 0.54